(1)
This record from OMol25 describes C3H5FS in the gas phase. The level of theory is ωB97M-V/def2-TZVPD.

Last column: natural (NBO) charge in e.
Cartesian coordinates (Å):
C1 0.551 1.068 0.019  -0.64
C2 0.352 -0.478 0.103  0.14
F1 1.070 -1.002 -0.979  -0.36
C3 -1.112 -0.862 0.041  -0.34
S1 -1.767 -1.963 -0.836  0.14
H1 1.613 1.371 -0.059  0.23
H2 0.046 1.543 -0.827  0.22
H3 0.257 1.563 0.933  0.22
H4 0.771 -0.919 1.008  0.19
H5 -1.782 -0.321 0.597  0.19

Values from the calculation:
**Energy above the lowest of the compared OMol25 structures with the same formula, charge and spin**: 0.533 eV
**SMILES string**: C[C@H](F)C=S
**Electronic energy**: -16743.64074 eV
**Charge**: 0


(2)
This record from OMol25 describes C3H8N2 as an isolated structure. The level of theory is ωB97M-V/def2-TZVPD.

Last column: natural (NBO) charge in e.
Cartesian coordinates (Å):
C1 -0.360 0.479 -0.062  -0.09
C2 -0.311 -0.928 0.362  -0.23
C3 1.003 -0.009 -0.685  -0.24
H1 -1.163 1.419 1.584  0.37
H2 -0.379 2.589 0.696  0.38
H3 -0.845 0.330 -1.097  0.16
H4 0.295 -1.119 1.342  0.20
H5 -1.399 -1.234 0.662  0.17
H6 -0.027 -1.579 -1.633  0.35
H7 1.766 -0.037 0.334  0.19
H8 1.382 -0.027 -1.756  0.21
N1 -0.409 1.560 0.945  -0.85
N2 0.448 -1.444 -0.692  -0.62

Values from the calculation:
**Energy above the lowest of the compared OMol25 structures with the same formula, charge and spin**: 4.696 eV
**Electronic energy**: -6217.15082 eV
**Charge**: 0


no.,orbital gap (eV)
1,8.68
2,10.04